Entry 1:
Molecular formula: C4H8Cl3OP
Method: DFT, ωB97M-V with the def2-TZVPD basis set

Atoms and positions in Å:
Cl1 0.56 3.18 -0.77
P1 0.29 3.32 1.20
C1 1.77 2.64 1.74
Cl2 3.34 2.41 1.01
Cl3 1.81 2.23 3.47
C2 -1.05 -1.94 -1.62
C3 -0.47 -0.68 -0.89
C4 -0.94 -0.73 0.51
O1 0.89 -0.53 -0.93
H1 -0.54 -2.68 -0.90
H2 -2.05 -2.08 -1.45
H3 -0.81 -1.84 -2.63
H4 -0.76 0.20 -1.39
H5 -0.38 -1.52 1.04
H6 -1.98 -0.98 0.63
H7 -0.89 0.16 1.17
H8 1.21 -1.14 -0.18

Summary:
Total charge = 0
Frontier orbital gap = 8.402 eV
LUMO = -0.7 eV

Here are the Löwdin charges for atoms 1 to 5, given in e: atom 1 (Cl): 0.1495, atom 2 (P): 0.4342, atom 3 (C): -1.5436, atom 4 (Cl): 0.5354, atom 5 (Cl): 0.4588

Entry 2:
Molecular formula: C4H10OSi
Method: DFT, ωB97M-V with the def2-TZVPD basis set

Atoms and positions in Å:
C1 2.54 0.70 -0.33
C2 1.53 0.08 0.21
C3 1.45 -1.36 0.23
O1 0.49 0.67 0.76
Si1 -1.15 0.81 0.29
C4 -2.88 -0.05 -0.26
H1 2.45 1.80 -0.52
H2 3.42 0.17 -0.75
H3 0.79 -1.66 1.03
H4 0.96 -1.64 -0.61
H5 2.41 -1.90 0.26
H6 -1.53 1.37 1.67
H7 -0.97 1.58 -0.97
H8 -2.70 -0.62 -1.21
H9 -3.54 0.75 -0.42
H10 -3.26 -0.68 0.62

Summary:
Total charge = 0
Frontier orbital gap = 9.428 eV
LUMO = 0.5 eV

Here are the Löwdin charges for atoms 1 to 5, given in e: atom 1 (C): 0.0482, atom 2 (C): -0.5991, atom 3 (C): -0.0477, atom 4 (O): -0.2417, atom 5 (Si): 0.6822

Entry 3:
Molecular formula: C17H17Cl2NO4S2
Method: DFT, ωB97M-V with the def2-TZVPD basis set

Atoms and positions in Å:
O1 -1.38 -2.78 -1.79
S1 -1.75 -2.61 -0.42
O2 -2.29 -3.72 0.30
N1 -0.36 -2.03 0.34
C1 -0.39 -2.03 1.79
C2 0.63 -1.05 2.36
S2 0.12 0.69 2.22
C3 0.35 1.02 0.44
C4 1.72 0.69 -0.04
C5 1.91 -0.19 -1.10
C6 3.19 -0.51 -1.52
C7 4.29 0.04 -0.89
Cl1 5.88 -0.37 -1.43
C8 4.11 0.92 0.17
Cl2 5.47 1.61 0.97
C9 2.83 1.24 0.60
C10 -2.80 -1.19 -0.23
C11 -3.71 -1.14 0.81
C12 -4.46 0.01 0.99
C13 -4.29 1.10 0.14
C14 -3.34 1.05 -0.89
C15 -2.61 -0.12 -1.08
O3 -3.10 2.11 -1.71
C16 -3.62 3.33 -1.22
C17 -5.05 3.12 -0.73
O4 -5.07 2.20 0.34
H1 0.46 -2.46 -0.05
H2 -0.20 -3.03 2.19
H3 -1.39 -1.73 2.08
H4 0.75 -1.22 3.43
H5 1.60 -1.16 1.87
H6 0.16 2.10 0.35
H7 -0.41 0.47 -0.11
H8 1.06 -0.63 -1.59
H9 3.33 -1.19 -2.35
H10 2.70 1.91 1.43
H11 -3.84 -2.00 1.44
H12 -5.19 0.09 1.78
H13 -1.91 -0.19 -1.89
H14 -3.59 4.04 -2.05
H15 -3.01 3.69 -0.39
H16 -5.49 4.04 -0.35
H17 -5.67 2.73 -1.56

Summary:
Total charge = 0
Frontier orbital gap = 9.239 eV
LUMO = 0.4 eV

Here are the Löwdin charges for atoms 1 to 5, given in e: atom 1 (O): -0.2908, atom 2 (S): 0.6535, atom 3 (O): -0.2820, atom 4 (N): -0.1403, atom 5 (C): -0.3010

Entry 4:
Molecular formula: C25H40F3N4O10SSi2Tl
Method: DFT, ωB97M-V with the def2-TZVPD basis set

Atoms and positions in Å:
Tl1 0.45 -0.27 0.72
O1 3.13 -3.82 -0.48
C1 2.25 -3.02 0.22
O2 1.80 -1.99 -0.39
C2 1.30 -3.94 0.95
O3 0.60 -3.23 1.95
C3 1.44 -2.91 3.03
C4 2.69 -2.15 2.63
O4 3.17 -1.32 3.41
O5 3.22 -2.41 1.47
H1 3.61 -3.23 -1.07
H2 0.57 -4.31 0.23
H3 1.84 -4.78 1.39
H4 0.88 -2.30 3.72
H5 1.76 -3.82 3.56
C5 -0.08 4.19 -2.51
O6 -0.44 4.40 -1.12
C6 -0.21 3.37 -0.30
O7 0.20 2.29 -0.66
N1 -0.53 3.74 0.97
N2 -0.41 2.82 2.02
H6 -0.29 5.12 -3.01
H7 -0.68 3.38 -2.93
H8 0.97 3.95 -2.60
H9 -0.90 4.66 1.12
H10 -1.31 2.58 2.40
H11 0.17 3.21 2.75
C7 1.76 -1.00 -3.36
Si1 0.01 -1.56 -3.17
C8 -0.16 -3.36 -2.70
C9 -0.84 -1.35 -4.83
C10 -0.93 -0.44 -2.02
Si2 -2.64 -0.63 -1.35
C11 -3.91 -0.55 -2.72
C12 -3.01 0.81 -0.19
C13 -2.83 -2.27 -0.48
H12 2.31 -1.67 -4.03
H13 2.27 -0.98 -2.39
H14 1.80 0.01 -3.80
H15 0.55 -3.96 -3.27
H16 -1.17 -3.72 -2.92
H17 0.05 -3.51 -1.64
H18 -0.31 -1.93 -5.60
H19 -0.85 -0.30 -5.15
H20 -1.88 -1.70 -4.80
H21 -0.53 0.58 -1.97
H22 -3.80 0.36 -3.31
H23 -4.92 -0.56 -2.29
H24 -3.82 -1.40 -3.39
H25 -3.21 1.70 -0.79
H26 -2.17 1.04 0.47
H27 -3.89 0.61 0.43
H28 -2.99 -3.06 -1.23
H29 -3.69 -2.28 0.19
H30 -1.94 -2.55 0.09
F1 -5.02 -2.16 6.13
C14 -4.45 -0.94 6.17
F2 -5.41 -0.05 5.88
F3 -4.06 -0.72 7.43
C15 -3.31 -0.84 5.20
C16 -2.05 -0.47 5.61
C17 -1.05 -0.37 4.65
N3 -1.25 -0.61 3.36
C18 -2.48 -0.98 2.98
C19 -3.54 -1.11 3.86
H31 -1.84 -0.27 6.65
H32 -0.04 -0.08 4.94
H33 -2.62 -1.18 1.92
H34 -4.52 -1.41 3.51
N4 3.01 1.10 1.37
C20 3.24 1.80 0.26
C21 2.96 3.20 0.23
C22 3.07 3.88 -0.94
C23 3.44 3.17 -2.13
C24 3.76 1.78 -2.09
C25 3.65 1.10 -0.92
S1 3.54 4.06 -3.66
O8 4.95 4.40 -3.59
O9 3.18 3.09 -4.67
O10 2.63 5.17 -3.49
H35 2.88 1.64 2.22
H36 3.56 0.26 1.55
H37 2.64 3.70 1.14
H38 2.86 4.94 -1.01
H39 4.04 1.29 -3.01
H40 3.83 0.03 -0.86

Summary:
Total charge = 0
Frontier orbital gap (alpha / beta) = 5.079 / 7.974 eV
LUMO (alpha / beta) = -3.4 / -1.3 eV

Here are the Löwdin charges for atoms 1 to 5, given in e: atom 1 (Tl): 1.0164, atom 2 (O): 0.0880, atom 3 (C): -0.6448, atom 4 (O): -0.2340, atom 5 (C): -0.1035

Entry 5:
Molecular formula: C6H12
Method: DFT, ωB97M-V with the def2-TZVPD basis set

Atoms and positions in Å:
C1 -0.48 1.75 -0.69
C2 0.04 1.47 0.62
C3 0.98 -0.04 0.37
C4 1.14 -1.03 1.34
C5 0.23 -0.69 -0.78
C6 -1.12 -1.34 -0.52
H1 0.05 2.45 -1.33
H2 -0.12 0.48 -1.27
H3 -1.56 1.76 -0.85
H4 -0.70 1.26 1.39
H5 0.79 2.17 1.01
H6 1.94 0.35 0.02
H7 0.30 -1.61 1.68
H8 2.09 -1.20 1.86
H9 0.85 -1.29 -1.46
H10 -1.04 -2.33 -0.06
H11 -1.66 -1.46 -1.46
H12 -1.73 -0.71 0.13

Summary:
Total charge = 0
Frontier orbital gap (alpha / beta) = 7.691 / 7.619 eV
LUMO (alpha / beta) = 0.2 / 0.3 eV

Here are the Löwdin charges for atoms 1 to 5, given in e: atom 1 (C): -0.1201, atom 2 (C): -0.1844, atom 3 (C): -0.3946, atom 4 (C): 0.0397, atom 5 (C): -0.2278